Record 1
This record from OMol25 describes a 2-piece molecular cluster, BrH2NOS overall at a distorted geometry. The level of theory is ωB97M-V/def2-TZVPD.

```
6
Properties=species:S:1:pos:R:3:forces:R:3
N 0.858 -0.858 0.504 -0.4 -0.2 -1.6
O 0.087 2.608 -0.137 -0.1 -2.2 -0.3
S -0.017 0.083 -0.316 1.0 0.8 2.1
Br -2.226 -0.302 -0.026 -0.4 0.3 0.2
H 1.427 -0.794 1.319 -0.3 1.1 0.6
H -0.130 -0.736 -1.344 0.0 0.2 -1.1
```
Positions in Å, forces in eV/Å.

Properties
E_HOMO (alpha / beta) = -10.35 / -10.39 eV
E = -84439.64423 eV
LUMO (alpha / beta) = -3.261 / -3.047 eV
2S+1 = 1
gap between HOMO and LUMO (alpha / beta) = 7.089 / 7.345 eV
relative energy (zero: lowest compared OMol25 entry of this formula, charge and spin) = 170.6 kcal/mol

Record 2
This record from OMol25 describes an isolated molecule of C3H7ClO2 at a distorted geometry. The level of theory is ωB97M-V/def2-TZVPD.

```
13
Properties=species:S:1:pos:R:3:forces:R:3
C -0.250 0.769 1.018 0.9 -0.2 0.5
C 0.464 -0.302 0.181 -0.5 -1.3 0.6
C -0.491 -1.244 -0.562 0.8 -0.4 0.0
H 0.468 2.087 -0.220 -1.0 -0.3 0.7
H 0.384 0.926 1.939 -0.7 0.1 -0.7
H -1.236 0.392 1.341 0.3 0.4 -0.2
H 0.973 -0.984 0.877 0.0 0.1 0.1
H 1.120 0.358 -1.520 0.2 0.0 0.6
H -1.237 -1.562 0.149 -0.4 0.0 0.1
H 0.023 -2.167 -0.904 -0.2 0.8 0.0
O -0.388 1.942 0.262 0.5 0.5 -0.4
O 1.462 0.260 -0.607 0.2 0.3 -1.3
Cl -1.291 -0.474 -1.953 0.0 0.0 -0.1
```
Positions in Å, forces in eV/Å.

Properties
E_HOMO = -10.04 eV
E = -19841.49067 eV
structure (SMILES) = OC[C@H](O)CCl
LUMO = 0.749 eV
2S+1 = 1
gap between HOMO and LUMO = 10.789 eV
relative energy (zero: lowest compared OMol25 entry of this formula, charge and spin) = 18.8 kcal/mol

Record 3
This record from OMol25 describes C2H2FLiOPt as an isolated structure at a distorted geometry. The level of theory is ωB97M-V/def2-TZVPD.

```
8
Properties=species:S:1:pos:R:3:forces:R:3
C 2.170 0.333 -0.223 0.3 -1.6 -0.4
F 2.470 -0.895 -0.313 -0.2 0.6 0.1
H 3.084 0.928 -0.408 -0.3 0.4 0.1
C -1.624 0.741 0.158 -4.3 -3.8 -0.8
O -2.177 -0.327 -0.136 1.2 2.5 0.6
Pt 0.263 0.887 0.095 3.2 1.9 0.3
Li -3.839 -1.116 -0.129 -0.5 -0.5 -0.1
H -2.325 1.543 0.505 0.5 0.6 0.1
```
Positions in Å, forces in eV/Å.

Properties
E_HOMO (alpha / beta) = -19.16 / -20.13 eV
E = -10300.43494 eV
charge = +2
LUMO (alpha / beta) = -10.850 / -12.406 eV
⟨S²⟩ = 2.01
2S+1 = 3
gap between HOMO and LUMO (alpha / beta) = 8.305 / 7.722 eV
relative energy (zero: lowest compared OMol25 entry of this formula, charge and spin) = 0.0 kcal/mol

- Which formula does entry 3 have?
  C2H2FLiOPt

- Among the records above, which one has the highest 2S+1?
  C2H2FLiOPt

- What is the E in the second record?
  -19841.49067 eV

- Among the records above, which one has the lowest E?
  BrH2NOS